[1]
Below is a structure of composition C23H29HfN5O4S, with properties calculated with ωB97M-V with the def2-TZVPD basis set.

The calculation puts the LUMO energy at 0.33 eV. The calculation puts the HOMO energy at -7.25 eV. The value obtained for the gap between HOMO and LUMO is 7.576 eV. The value obtained for the energy above the lowest of the compared OMol25 structures with the same formula, charge and spin is 0.0 kcal per mole. Its total energy is -52111.496 eV. Its molecular weight is 650.1 g mol⁻¹.

Atoms and positions in Å:
Hf  -0.10120  -0.12575  0.45540
C  3.74058  -0.39350  2.49766
C  2.92078  -0.27823  1.25069
O  1.70870  -0.73288  1.34550
C  3.43703  0.23397  0.09009
C  2.74702  0.28031  -1.14826
C  3.54940  0.58303  -2.38035
N  1.45546  0.05750  -1.24598
N  0.98340  0.01762  -2.56227
C  -0.25198  -0.33864  -2.56461
O  -0.91071  -0.61064  -1.45941
C  -0.98963  -0.45285  -3.84583
C  -0.42297  -0.00283  -5.03666
C  -1.12503  -0.11059  -6.22484
C  -2.39737  -0.67049  -6.23855
C  -2.96392  -1.12265  -5.05658
C  -2.26282  -1.01241  -3.86401
H  3.83191  -1.44488  2.77756
H  3.21860  0.11523  3.31004
H  4.73242  0.03523  2.37351
H  4.47117  0.54406  0.09028
H  4.58953  0.76481  -2.12206
H  3.13572  1.45692  -2.88413
H  3.48435  -0.24120  -3.08944
H  0.56710  0.43122  -5.01153
H  -0.68110  0.24530  -7.14557
H  -2.94409  -0.75251  -7.16907
H  -3.95328  -1.56208  -5.06252
H  -2.69375  -1.36415  -2.93566
N  -0.08159  -2.52426  0.72045
C  -1.18215  -3.23004  0.04570
C  -2.51350  -2.71532  0.58796
N  -2.40678  -1.29507  0.93478
C  -3.59414  -0.45533  0.71369
C  -3.28055  0.68470  -0.23992
N  -2.02512  1.31993  0.17979
H  0.82099  -2.80174  0.34764
H  -0.03969  -2.71773  1.72014
H  -1.11597  -4.31355  0.16733
H  -1.10167  -2.99115  -1.01280
H  -2.81754  -3.30051  1.46192
H  -3.28417  -2.85344  -0.17083
H  -2.13791  -1.20152  1.90873
H  -3.92912  -0.04893  1.67145
H  -4.41989  -1.04778  0.31489
H  -4.11577  1.39043  -0.25879
H  -3.12623  0.30083  -1.24660
H  -2.08786  1.74790  1.10091
H  -1.76102  2.06717  -0.45467
O  0.08138  -0.71971  4.30708
C  0.01519  0.19295  3.50868
O  -0.77055  0.14574  2.45168
C  0.79014  1.46698  3.69844
C  1.22388  1.70101  5.00682
C  1.93295  2.83239  5.35165
C  2.23610  3.75593  4.35740
C  1.83332  3.53114  3.05669
C  1.09861  2.39387  2.68608
S  0.76628  2.29712  0.94340
H  0.98012  0.95017  5.74671
H  2.24936  2.99339  6.37367
H  2.79558  4.65279  4.59355
H  2.09198  4.24274  2.28301

[2]
Below is the molecule C23H29N3O2 in a non-equilibrium geometry, with properties calculated with ωB97M-V with the def2-TZVPD basis set.

The SMILES is CCCCn1nc2cc(C(=O)NCCc3ccc(C)cc3)ccc2c1OCC. The calculation puts the LUMO energy at 0.63 eV. The calculation puts the HOMO energy at -7.68 eV. The value obtained for the gap between HOMO and LUMO is 8.314 eV. The value obtained for the energy above the lowest of the compared OMol25 structures with the same formula, charge and spin is 44.4 kcal per mole. Its total energy is -32887.428 eV. Its molecular weight is 379.5 g mol⁻¹.

Atoms and positions in Å:
C  -4.79301  -2.60138  -2.64195
C  -4.45633  -3.40773  -3.89220
C  -3.28150  -4.37188  -3.68806
H  -3.24984  -4.69837  -2.64775
H  -3.41700  -5.25429  -4.31597
C  -1.92192  -3.76771  -4.05142
N  -1.57130  -2.66102  -3.20261
C  -1.65114  -1.35493  -3.52275
C  -1.23908  -0.63584  -2.39482
C  -1.08709  0.71355  -2.02428
C  -0.63126  1.00321  -0.77047
C  -0.32288  -0.01457  0.16779
C  -0.48786  -1.33864  -0.15106
C  -0.93565  -1.66882  -1.43866
N  -1.14342  -2.87703  -1.95959
H  -0.27512  -2.11049  0.57042
C  0.16198  0.32099  1.53784
O  -0.11864  -0.34051  2.51805
N  0.93842  1.43483  1.60490
H  1.26309  1.85437  0.74849
C  1.56881  1.85996  2.82988
H  1.03307  1.36917  3.64529
H  1.46318  2.94493  2.93392
C  3.05595  1.47513  2.88227
C  3.66221  1.93489  4.17589
C  4.33414  3.14577  4.26077
C  4.85913  3.58119  5.46465
C  4.72288  2.81954  6.61646
C  4.04561  1.60835  6.53048
C  3.52154  1.17251  5.32910
H  2.99886  0.22827  5.28026
H  3.93033  1.00120  7.41722
C  5.27371  3.29073  7.92837
H  4.46667  3.66036  8.56172
H  5.76318  2.47430  8.45593
H  5.98979  4.09611  7.78410
H  5.38300  4.52590  5.50793
H  4.45490  3.75417  3.37502
H  3.13500  0.39009  2.79164
H  3.57706  1.93322  2.03765
H  -0.54027  2.03759  -0.47135
H  -1.32809  1.51313  -2.70886
O  -2.07117  -1.03617  -4.76816
C  -2.21503  0.34034  -5.07258
C  -2.75610  0.44577  -6.48873
H  -2.87403  1.49059  -6.76027
H  -2.07048  -0.02867  -7.18571
H  -3.72031  -0.05080  -6.55742
H  -1.24033  0.83969  -4.99631
H  -2.91008  0.80444  -4.36120
H  -1.92809  -3.40481  -5.08136
H  -1.14628  -4.52878  -3.93207
H  -4.22750  -2.72912  -4.71655
H  -5.34097  -3.98176  -4.17680
H  -5.07153  -3.26607  -1.82724
H  -5.62932  -1.93334  -2.83815
H  -3.94985  -2.00157  -2.31168

[3]
Below is the molecule C23H29N3O2 in a non-equilibrium geometry, with properties calculated with ωB97M-V with the def2-TZVPD basis set.

The SMILES is CCCn1nc2cc(C(=O)NCCCCc3ccccc3)ccc2c1OCC. The calculation puts the LUMO energy at 0.56 eV. The calculation puts the HOMO energy at -7.72 eV. The value obtained for the gap between HOMO and LUMO is 8.278 eV. The value obtained for the energy above the lowest of the compared OMol25 structures with the same formula, charge and spin is 45.0 kcal per mole. Its total energy is -32887.404 eV. Its molecular weight is 379.5 g mol⁻¹.

Atoms and positions in Å:
C  -6.26272  -2.35551  1.60579
C  -5.76343  -3.13451  0.39579
H  -6.41694  -3.98810  0.20897
H  -4.75601  -3.50797  0.58580
C  -5.72819  -2.27077  -0.86776
N  -4.77746  -1.19835  -0.73674
C  -5.06291  0.09999  -0.51743
C  -3.83777  0.77608  -0.44562
C  -3.38661  2.09458  -0.24145
C  -2.04384  2.33269  -0.24797
C  -1.09228  1.30284  -0.45454
C  -1.49628  0.00329  -0.63252
C  -2.87234  -0.27238  -0.63611
N  -3.47098  -1.45048  -0.81260
H  -0.80776  -0.82105  -0.73899
C  0.34337  1.70937  -0.42204
O  0.73497  2.67734  0.20327
N  1.17068  0.94555  -1.17632
H  0.79957  0.13719  -1.64771
C  2.60092  1.13518  -1.19647
H  2.78781  2.14949  -0.83627
H  2.95794  1.04969  -2.22776
C  3.32593  0.12523  -0.30302
C  4.84044  0.27498  -0.40408
H  5.16109  0.06264  -1.42705
H  5.12105  1.30528  -0.17737
C  5.57158  -0.66958  0.55715
C  7.05773  -0.56874  0.36664
C  7.73417  -1.47867  -0.43500
C  9.09766  -1.36343  -0.64074
C  9.80355  -0.33032  -0.04930
C  9.13849  0.58439  0.74957
C  7.77597  0.46487  0.95506
H  7.26171  1.17925  1.58229
H  9.68425  1.39259  1.21469
H  10.86793  -0.23910  -0.20887
H  9.61042  -2.08210  -1.26376
H  7.18789  -2.28812  -0.89901
H  5.24315  -1.69461  0.37253
H  5.30769  -0.40678  1.58375
H  3.00607  0.27947  0.72939
H  3.03888  -0.88872  -0.59546
H  -1.66087  3.32890  -0.08806
H  -4.07703  2.90857  -0.08013
O  -6.36980  0.44854  -0.46182
C  -6.69623  1.72134  0.06982
C  -6.40579  1.82636  1.56207
H  -6.72335  2.79880  1.92735
H  -6.94621  1.05265  2.10250
H  -5.34219  1.70897  1.75633
H  -6.17439  2.50637  -0.48822
H  -7.76923  1.81764  -0.11589
H  -6.70630  -1.82542  -1.05855
H  -5.42480  -2.88071  -1.72236
H  -5.58998  -1.53199  1.83431
H  -7.25452  -1.95018  1.41599
H  -6.31466  -3.00249  2.47795

[4]
Below is the molecule C23H29N3O2, with properties calculated with ωB97M-V with the def2-TZVPD basis set.

The SMILES is C/C=C(\C)CN1CCC(Oc2cccc(C(=O)NCc3ccccn3)c2)CC1. The calculation puts the LUMO energy at 0.72 eV. The calculation puts the HOMO energy at -8.79 eV. The value obtained for the gap between HOMO and LUMO is 9.518 eV. The value obtained for the energy above the lowest of the compared OMol25 structures with the same formula, charge and spin is 51.8 kcal per mole. Its total energy is -32887.109 eV. Its molecular weight is 379.5 g mol⁻¹.

Atoms and positions in Å:
C  -3.11886  0.52448  -2.71224
C  -1.78808  -0.14058  -2.85572
C  -1.04607  -0.24412  -3.95057
C  -1.41096  0.27841  -5.30866
H  -0.81184  1.15918  -5.54246
H  -2.45889  0.55172  -5.37586
H  -1.20108  -0.47652  -6.06545
C  0.28597  -0.95916  -3.92109
N  0.93760  -0.92631  -2.62381
C  1.40928  0.40853  -2.30264
H  0.56685  1.09669  -2.39736
C  1.95396  0.44895  -0.87880
H  2.27566  1.46197  -0.63212
H  1.16330  0.14574  -0.19064
C  3.13010  -0.52276  -0.76919
C  2.62499  -1.91524  -1.14831
H  3.44411  -2.63539  -1.11501
H  1.85809  -2.22517  -0.43562
C  2.02814  -1.88090  -2.55172
H  1.63448  -2.86987  -2.80133
H  2.82617  -1.63685  -3.27943
H  3.91387  -0.21541  -1.47343
O  3.80715  -0.49247  0.48052
C  3.12494  -0.92934  1.59694
C  2.27326  -0.07777  2.28939
C  1.65005  -0.51120  3.45424
C  1.90529  -1.78953  3.93884
C  2.76068  -2.63301  3.25485
C  3.36490  -2.21103  2.08420
H  4.04103  -2.85769  1.54599
H  2.95974  -3.62440  3.63391
H  1.42767  -2.09976  4.85556
C  0.70744  0.35548  4.22178
O  0.54760  0.25459  5.42380
N  0.05322  1.27495  3.46932
H  0.02204  1.16381  2.46536
C  -1.05651  2.02678  3.99739
C  -2.27651  1.85574  3.13064
N  -2.08587  1.26163  1.96003
C  -3.12120  1.08391  1.15754
C  -4.40455  1.49707  1.47154
C  -4.60646  2.12731  2.69133
C  -3.52757  2.31060  3.53772
H  -3.64420  2.79106  4.49692
H  -5.59134  2.46621  2.97841
H  -5.22076  1.33108  0.78628
H  -2.89949  0.58493  0.22408
H  -1.24734  1.67541  5.01722
H  -0.79915  3.09408  4.05097
H  2.13984  0.93254  1.93432
H  2.19947  0.73293  -3.00724
H  0.11396  -2.01014  -4.18113
H  0.94062  -0.53326  -4.70484
H  -1.39064  -0.56769  -1.94439
H  -3.80878  -0.13624  -2.18766
H  -3.55708  0.78891  -3.66986
H  -3.01823  1.43712  -2.12254